(1)
This record from the OMol25 dataset describes one molecule with the formula C4H5NO. The level of theory is ωB97M-V/def2-TZVPD.

Geometry (Å):
C -1.072 -0.612 0.484
C 0.193 0.233 0.328
C -0.124 1.549 -0.240
N -0.352 2.544 -0.783
C 1.269 -0.342 -0.602
O 1.309 -1.480 -0.979
H -1.804 -0.054 1.074
H -1.508 -0.828 -0.494
H -0.858 -1.557 0.988
H 0.675 0.390 1.305
H 2.014 0.418 -0.913

DFT total energy = -7765.7992 eV
energy relative to the best compared isomer or geometry (same formula, charge and spin) = 70.2 kJ/mol
HOMO level = -10.6478 eV
gap between HOMO and LUMO = 11.2 eV

(2)
This record from the OMol25 dataset describes a 2-piece molecular cluster, C21H29BFINO6S overall at a distorted geometry. The level of theory is ωB97M-V/def2-TZVPD.

Geometry (Å):
C -3.345 -0.653 0.130
C -3.041 -0.177 1.330
C -2.402 1.131 1.605
C -1.057 1.352 2.050
C -0.077 0.308 2.287
C -0.335 -1.163 2.103
S -0.221 -1.714 0.379
O 0.833 -2.675 0.255
O -0.238 -0.534 -0.441
C 1.178 0.648 2.728
B 2.379 -0.363 3.024
O 2.943 -0.249 4.285
C 2.954 -1.404 2.016
C 3.042 -2.791 2.699
C 1.519 2.001 2.943
C 0.636 3.010 2.738
C -0.664 2.710 2.298
C -1.604 3.761 2.110
I -1.193 5.760 2.472
C -2.848 3.463 1.693
N -3.234 2.175 1.460
C -4.641 2.032 1.038
C -4.815 2.076 -0.500
C -5.772 1.025 -1.040
F -3.574 2.026 -1.122
H -2.948 -0.240 -0.785
H -4.019 -1.495 0.031
H -3.260 -0.778 2.207
H -1.306 -1.437 2.505
H 0.378 -1.791 2.632
H -1.369 -2.411 0.226
H 3.835 0.113 4.244
H 2.434 -1.453 1.065
H 3.979 -1.087 1.796
H 2.983 -3.600 1.977
H 4.000 -2.884 3.206
H 2.293 -2.935 3.478
H 2.517 2.251 3.277
H 0.915 4.034 2.922
H -3.591 4.231 1.562
H -5.155 2.904 1.431
H -5.104 1.171 1.503
H -5.237 3.049 -0.753
H -5.470 0.741 -2.044
H -6.765 1.466 -1.114
H -5.864 0.161 -0.386
C 2.462 -1.598 -2.328
C 3.091 -0.412 -3.023
O 4.093 -0.804 -3.974
C 3.626 -1.287 -5.125
O 2.466 -1.389 -5.431
O 4.665 -1.627 -5.883
C 4.315 -2.227 -7.135
H 3.227 -2.222 -1.863
H 1.769 -1.264 -1.556
H 1.911 -2.219 -3.033
H 3.621 0.212 -2.305
H 2.342 0.206 -3.518
H 3.629 -1.592 -7.691
H 3.867 -3.205 -6.972
H 5.245 -2.336 -7.685

DFT total energy = -58345.5407 eV
energy relative to the best compared isomer or geometry (same formula, charge and spin) = 0.0 kJ/mol
HOMO level = -12.1001 eV
charge = +1
gap between HOMO and LUMO = 7.8 eV